19
Properties=species:S:1:pos:R:3:lowdin_charge:R:1 method="wB97M-V/def2-TZVPD" e_above_lowest_kcal_mol=0.0 lumo_ev="-0.67 / -0.89" homo_lumo_gap_ev="7.866 / 9.506"
C 1.405 0.094 -0.022 -0.442
C -0.302 -1.203 0.784 -0.424
C 1.643 -2.428 -0.094 0.020
C 0.287 2.323 0.194 0.039
N 0.946 -1.202 0.273 0.009
N 0.367 0.904 0.358 -0.002
N -0.666 0.204 0.888 -0.113
N -2.993 1.302 -1.126 0.088
O 2.413 0.464 -0.535 0.136
O -0.904 -2.141 1.154 0.171
O -1.783 0.714 1.103 0.034
F -2.367 0.512 -2.033 -0.044
F -4.110 0.593 -0.813 -0.031
H 0.795 -3.144 -0.388 0.119
H 2.337 -2.097 -0.962 0.134
H 2.009 -2.850 0.820 0.084
H 1.165 2.532 -0.221 0.055
H -0.430 2.614 -0.486 0.074
H 0.188 2.807 1.106 0.092



14
Properties=species:S:1:pos:R:3:lowdin_charge:R:1 method="wB97M-V/def2-TZVPD" e_above_lowest_kcal_mol=106.6 lumo_ev="0.88 / 0.90" homo_lumo_gap_ev="7.354 / 7.903"
C 1.866 -0.345 0.822 0.018
C 0.477 -0.255 0.313 -0.458
O 0.005 -1.156 -0.467 -0.023
C -1.296 -1.204 -0.844 -0.059
C -0.886 1.441 -0.298 -0.068
O -0.365 0.669 0.806 -0.058
H 2.312 0.653 0.899 0.090
H 2.477 -0.969 0.166 0.092
H 1.869 -0.785 1.827 0.090
H -0.392 1.070 -1.202 0.095
H -1.503 -2.065 -1.458 0.044
H -1.990 -0.880 -0.074 0.058
H -1.973 1.347 -0.353 0.089
H -0.599 2.478 -0.138 0.093



15
Properties=species:S:1:pos:R:3:lowdin_charge:R:1 method="wB97M-V/def2-TZVPD" e_above_lowest_kcal_mol=153.4 lumo_ev="-0.17 / -0.17" homo_lumo_gap_ev="7.420 / 7.623"
C -0.639 0.675 -1.074 0.101
C -0.948 -0.186 -0.037 -0.442
N -1.822 0.196 1.024 0.055
N 0.799 -1.835 -0.553 0.111
C -0.141 -1.292 0.246 -0.091
O 1.070 0.935 0.249 -0.300
O 1.949 1.901 0.837 -0.139
H 2.777 1.734 0.361 0.057
H -2.704 0.543 0.670 0.072
H -1.390 0.932 1.577 0.085
H 1.427 -2.502 -0.133 0.107
H 1.251 -1.214 -1.209 0.097
H -1.137 1.633 -1.143 0.086
H -0.138 0.327 -1.968 0.071
H -0.354 -1.846 1.153 0.130



80
Properties=species:S:1:pos:R:3:lowdin_charge:R:1 method="wB97M-V/def2-TZVPD" lumo_ev=-4.39 total_charge=+1 homo_lumo_gap_ev=5.485
C 4.153 2.815 -2.251 -0.112
C 2.797 3.436 -1.937 -0.250
C 2.325 3.155 -0.501 -0.188
C 0.831 3.307 -0.315 -0.124
O 0.290 2.354 -1.303 -0.050
C -0.898 1.798 -1.175 -0.506
C -1.054 0.642 -1.906 0.051
O -1.732 2.435 -0.364 -0.073
Si -3.226 1.881 0.351 0.572
C -3.820 0.298 -0.425 -0.155
C -2.685 1.646 2.095 -0.148
C -4.543 3.268 0.191 -0.619
C -5.487 3.001 -0.991 -0.105
C -3.903 4.654 -0.012 -0.092
C -5.388 3.278 1.475 -0.104
H 4.379 2.907 -3.320 0.074
H 4.987 3.252 -1.688 0.073
H 4.123 1.743 -2.021 0.058
H 2.796 4.519 -2.109 0.115
H 2.081 3.000 -2.642 0.107
H 2.617 2.131 -0.226 0.093
H 2.840 3.822 0.202 0.123
H 0.539 3.010 0.692 0.121
H 0.453 4.306 -0.564 0.136
H -2.051 0.300 -2.114 0.022
H -0.209 0.402 -2.532 0.058
H -4.664 -0.110 0.149 0.051
H -4.157 0.463 -1.452 0.042
H -3.034 -0.461 -0.458 0.019
H -3.477 1.128 2.664 0.047
H -1.771 1.032 2.153 0.025
H -2.455 2.604 2.589 0.050
H -6.004 2.042 -0.896 0.074
H -6.241 3.803 -1.028 0.090
H -4.950 2.993 -1.950 0.088
H -3.204 4.922 0.786 0.080
H -3.351 4.714 -0.959 0.081
H -4.700 5.415 -0.037 0.090
H -4.801 3.540 2.363 0.076
H -6.200 4.013 1.365 0.091
H -5.842 2.298 1.666 0.082
C 6.593 -0.010 1.149 -0.040
N 5.831 -0.677 0.115 -0.171
C 6.639 -1.156 -0.993 -0.046
C 4.479 -0.839 0.150 -0.198
C 3.847 -1.681 -0.797 0.006
C 2.484 -1.869 -0.748 -0.014
C 1.678 -1.296 0.261 -0.213
C 0.306 -1.639 0.463 0.101
C -0.190 -2.934 0.300 -0.108
C -1.354 -3.485 1.001 -0.108
C -2.154 -3.067 2.057 -0.003
C -3.108 -3.967 2.577 -0.056
C -3.277 -5.252 2.037 -0.054
C -2.469 -5.704 0.978 0.009
C -1.519 -4.807 0.537 -0.173
N -0.476 -5.097 -0.333 -0.063
C -0.277 -6.374 -0.987 0.013
C 0.342 -4.021 -0.458 0.072
C 2.302 -0.426 1.205 -0.007
C 3.662 -0.192 1.133 -0.008
H 6.016 0.123 2.064 0.079
H 7.471 -0.624 1.381 0.098
H 6.946 0.962 0.778 0.107
H 6.514 -2.233 -1.180 0.092
H 6.413 -0.618 -1.929 0.106
H 7.689 -0.990 -0.728 0.093
H 4.451 -2.239 -1.504 0.104
H 2.039 -2.539 -1.483 0.104
H -0.284 -0.976 1.092 0.119
H -2.040 -2.059 2.456 0.111
H -3.738 -3.660 3.402 0.106
H -4.016 -5.926 2.452 0.109
H -2.544 -6.698 0.545 0.109
H -1.208 -6.937 -0.895 0.084
H -0.040 -6.225 -2.047 0.108
H 0.545 -6.950 -0.528 0.114
H 1.264 -4.116 -1.003 0.126
H 1.714 -0.030 2.034 0.127
H 4.102 0.470 1.874 0.104



14
Properties=species:S:1:pos:R:3:lowdin_charge:R:1 method="wB97M-V/def2-TZVPD" e_above_lowest_kcal_mol=40.7 lumo_ev=1.07 homo_lumo_gap_ev=10.534
C -0.686 -1.040 -0.208 -0.099
C 0.140 0.084 -0.875 -0.237
C -0.666 1.062 0.030 -0.085
C -0.541 -0.125 0.999 -0.246
O 0.945 -0.087 1.267 -0.129
C 1.459 -0.010 -0.064 -0.186
H -1.756 -0.994 -0.423 0.115
H -0.316 -2.069 -0.184 0.118
H 0.213 0.203 -1.960 0.134
H -1.667 1.284 -0.351 0.114
H -0.173 1.974 0.368 0.114
H -1.088 -0.261 1.939 0.146
H 2.053 -0.903 -0.322 0.121
H 2.083 0.883 -0.216 0.119



20
Properties=species:S:1:pos:R:3:lowdin_charge:R:1 method="wB97M-V/def2-TZVPD" s_squared=0.77 e_above_lowest_kcal_mol=103.2 multiplicity=2 lumo_ev="-11.26 / -12.54" total_charge=+2 homo_lumo_gap_ev="7.560 / 6.293"
C -0.301 -1.777 1.644 0.000
C 0.476 -0.557 1.017 -0.361
C 0.501 -0.714 -0.561 -0.079
C -0.801 -0.181 -0.980 0.117
C -0.781 0.785 -1.988 0.154
N 0.131 1.905 -1.581 0.225
N 0.102 0.829 1.363 0.056
H -1.225 -1.932 1.074 0.082
H -0.541 -1.568 2.683 0.101
H 0.364 -2.637 1.619 0.104
H 1.499 -0.686 1.393 0.158
H 0.565 -1.801 -0.731 0.179
H 1.410 -0.263 -0.959 0.135
H -1.696 -0.696 -0.628 0.171
H -0.959 0.590 -3.045 0.185
H -0.208 2.849 -1.828 0.204
H 1.120 1.907 -1.865 0.196
H 0.168 1.927 -0.519 0.153
H -0.664 0.714 2.025 0.110
H 0.840 1.306 1.866 0.110



8
Properties=species:S:1:pos:R:3:lowdin_charge:R:1 method="wB97M-V/def2-TZVPD" e_above_lowest_kcal_mol=44.5 smiles=N#CN(P)C#N lumo_ev=-0.52 homo_lumo_gap_ev=10.051
C -0.282 -1.173 -0.085 -0.397
C -1.565 0.757 0.005 -0.369
N -0.261 -2.298 0.074 0.172
N -2.621 1.172 -0.098 0.169
N -0.390 0.154 -0.129 -0.287
P 1.264 1.078 0.147 0.898
H 2.052 0.256 -0.855 -0.061
H 1.803 0.052 0.941 -0.124



9
Properties=species:S:1:pos:R:3:lowdin_charge:R:1 method="wB97M-V/def2-TZVPD" e_above_lowest_kcal_mol=59.4 lumo_ev=-0.82 homo_lumo_gap_ev=9.519
C 0.330 1.149 0.260 -0.333
C 1.833 -0.924 -0.564 -0.173
N -0.209 2.038 -0.205 0.117
O 0.769 -0.743 2.216 -0.325
P 0.996 -0.416 0.819 0.717
Cl -4.092 0.048 -0.094 0.285
H -3.241 0.975 -0.123 -0.297
H 1.560 -0.241 -1.394 0.021
H 2.055 -1.886 -0.914 -0.011



19
Properties=species:S:1:pos:R:3:lowdin_charge:R:1 method="wB97M-V/def2-TZVPD" e_above_lowest_kcal_mol=130.8 smiles="C=COC.C=CC" lumo_ev=1.03 homo_lumo_gap_ev=7.175
C -0.682 2.215 -0.556 -0.066
O 0.348 1.230 -0.594 -0.120
C 0.622 0.539 0.547 -0.308
C -0.198 0.496 1.707 -0.094
C 0.270 -1.448 0.933 -0.051
C 0.788 -1.345 -0.369 -0.281
C -0.075 -1.491 -1.587 -0.115
H -0.304 3.136 -0.097 0.093
H -1.565 1.888 -0.005 0.077
H -0.945 2.412 -1.597 0.091
H 1.692 0.515 0.741 0.140
H 0.247 0.791 2.651 0.058
H -1.279 0.527 1.630 0.054
H -0.766 -1.741 1.072 0.102
H 0.920 -1.706 1.763 0.101
H 1.864 -1.428 -0.503 0.106
H -0.011 -2.500 -2.022 0.069
H -1.130 -1.312 -1.345 0.077
H 0.203 -0.776 -2.371 0.068



20
Properties=species:S:1:pos:R:3:lowdin_charge:R:1 method="wB97M-V/def2-TZVPD" e_above_lowest_kcal_mol=39.3 smiles=CCCNCO.O lumo_ev=0.78 homo_lumo_gap_ev=9.623
C 0.350 -0.598 0.732 -0.219
N 0.402 -0.285 -0.750 -0.055
C -0.840 0.140 -1.501 -0.298
O -0.716 1.451 -1.943 -0.095
C 0.584 0.617 1.584 -0.266
C -0.597 1.516 1.582 -0.127
H 1.124 -1.316 0.798 0.075
H -0.588 -1.194 0.881 0.138
H 1.231 0.203 -1.041 0.102
H -0.963 -0.502 -2.369 0.100
H -1.813 0.186 -0.856 0.146
H -1.359 2.027 -1.419 0.109
H 0.768 0.272 2.604 0.110
H 1.434 1.223 1.263 0.116
H -1.554 1.159 1.980 0.079
H -0.880 1.746 0.539 0.049
H -0.407 2.336 2.288 0.081
H 0.790 -3.196 -2.095 0.067
H 1.610 -2.482 -0.945 -0.045
O 1.424 -3.303 -1.331 -0.066



19
Properties=species:S:1:pos:R:3:lowdin_charge:R:1 method="wB97M-V/def2-TZVPD" s_squared=0.75 e_above_lowest_kcal_mol=23.8 multiplicity=2 lumo_ev="-7.60 / -14.26" total_charge=+2 homo_lumo_gap_ev="13.886 / 7.360"
C -2.583 1.028 -1.417 0.078
N -1.872 -0.405 -1.229 0.168
H -3.420 0.939 -2.099 0.110
H -1.791 1.663 -1.785 0.095
H -2.862 1.203 -0.393 0.097
H -2.316 -0.823 -0.409 0.161
H -1.973 -0.966 -2.071 0.172
H -0.960 -0.161 -0.843 0.096
C 1.536 -0.668 2.240 0.063
C 1.664 -0.695 0.647 -0.118
C 1.597 0.592 -0.129 -0.012
H 0.529 -0.482 2.614 0.122
H 1.758 -1.685 2.587 0.117
H 2.256 0.087 2.563 0.121
H 2.749 -0.975 0.553 0.209
H 0.888 -1.379 0.280 0.141
H 2.033 0.490 -1.155 0.158
H 2.204 1.352 0.392 0.142
H 0.562 0.885 -0.346 0.079



14
Properties=species:S:1:pos:R:3:lowdin_charge:R:1 method="wB97M-V/def2-TZVPD" s_squared=8.76 multiplicity=6 lumo_ev="-16.53 / -17.60" total_charge=+3 homo_lumo_gap_ev="5.542 / 4.518"
O 1.588 2.811 -0.320 0.271
C 1.412 1.609 -0.548 -0.299
O 1.914 0.434 0.170 -0.024
C 0.812 -0.502 0.338 -0.542
Cl 1.589 -2.157 0.039 0.774
C -0.199 0.054 -0.804 -0.371
P -1.772 0.982 -0.253 0.978
O -3.086 0.057 -0.890 -0.217
Cl -2.047 0.915 1.829 0.454
O 0.593 0.969 -1.586 0.022
H 0.387 -0.491 1.402 0.099
H -0.419 -0.880 -1.435 0.172
H -2.880 -0.864 -0.552 0.105
Fe 2.108 -2.936 2.610 1.579



99
Properties=species:S:1:pos:R:3:lowdin_charge:R:1 method="wB97M-V/def2-TZVPD" e_above_lowest_kcal_mol=12.1 lumo_ev=-0.14 homo_lumo_gap_ev=7.033
Mg 0.411 0.753 0.667 0.447
C -2.268 -0.014 4.296 -0.020
C -1.704 0.208 2.928 -0.293
N -0.457 0.349 2.674 0.004
N 0.434 0.253 3.703 0.068
C 1.663 0.188 3.210 -0.446
O 1.961 0.190 1.976 -0.130
C 2.764 0.068 4.215 -0.140
C 4.082 0.056 3.773 -0.023
C 5.124 -0.057 4.680 -0.082
C 4.854 -0.158 6.038 -0.095
C 3.539 -0.143 6.485 -0.086
C 2.497 -0.030 5.578 -0.033
C -2.595 0.228 1.751 -0.249
C -3.979 0.148 1.899 -0.008
C -4.785 0.160 0.776 -0.048
C -4.189 0.251 -0.470 -0.053
C -2.808 0.325 -0.527 -0.145
N -2.017 0.307 0.542 0.084
H -1.458 -0.045 5.017 0.063
H -2.826 -0.953 4.341 0.087
H -2.954 0.793 4.565 0.087
H 4.272 0.142 2.712 0.103
H 6.149 -0.062 4.330 0.100
H 5.666 -0.245 6.749 0.099
H 3.327 -0.219 7.544 0.099
H 1.469 -0.014 5.911 0.101
H -4.412 0.089 2.887 0.108
H -5.862 0.103 0.874 0.112
H -4.773 0.269 -1.380 0.108
H -2.309 0.409 -1.483 0.040
C 3.883 0.192 -0.814 -0.017
C 3.243 1.539 -0.974 -0.353
C 3.875 2.595 -1.602 -0.063
C 3.173 3.801 -1.712 -0.079
C 1.914 3.935 -1.182 -0.035
C 1.331 2.832 -0.503 -0.463
N 2.011 1.655 -0.477 0.037
N 0.148 2.778 0.139 -0.089
Si -0.925 4.109 0.338 0.380
C -2.358 3.587 1.429 -0.162
C -0.096 5.564 1.192 -0.172
C -1.655 4.681 -1.302 -0.172
H 4.906 0.185 -1.186 0.081
H 3.308 -0.561 -1.359 0.048
H 3.868 -0.097 0.239 0.066
H 4.874 2.485 -1.997 0.100
H 3.632 4.643 -2.217 0.105
H 1.379 4.871 -1.257 0.080
H -2.002 3.122 2.351 0.028
H -3.029 2.888 0.925 0.013
H -2.945 4.467 1.704 0.034
H 0.266 5.255 2.176 0.032
H -0.806 6.382 1.338 0.027
H 0.758 5.961 0.639 0.015
H -2.225 3.866 -1.757 0.014
H -0.888 4.985 -2.018 0.017
H -2.334 5.526 -1.164 0.028
C -0.592 -2.830 1.635 -0.282
As 0.413 -2.003 0.177 1.143
C 2.031 -3.078 0.379 -0.285
C -0.555 -2.944 -1.268 -0.342
C -0.185 -2.730 -2.748 -0.660
C 1.333 -2.820 -2.923 -0.081
C -0.690 -1.396 -3.335 -0.343
As 0.028 0.307 -2.620 1.156
C 1.611 0.544 -3.750 -0.291
C -1.116 1.467 -3.718 -0.298
C -0.799 -3.879 -3.578 -0.387
As -2.707 -4.440 -3.597 1.131
C -3.767 -2.854 -3.111 -0.364
C -2.853 -5.342 -1.855 -0.354
H -0.573 -3.917 1.541 0.032
H -1.625 -2.483 1.612 0.018
H -0.145 -2.535 2.584 0.027
H 1.805 -4.142 0.295 0.031
H 2.430 -2.866 1.371 0.029
H 2.783 -2.803 -0.357 0.007
H -1.605 -2.687 -1.107 0.048
H -0.455 -4.008 -1.033 0.071
H 1.843 -2.023 -2.375 0.033
H 1.607 -2.725 -3.976 0.094
H 1.714 -3.775 -2.554 0.089
H -1.770 -1.322 -3.199 0.034
H -0.510 -1.393 -4.415 0.082
H 1.369 0.321 -4.790 0.030
H 2.437 -0.085 -3.427 0.006
H 1.926 1.585 -3.662 0.023
H -1.037 1.189 -4.770 0.027
H -0.785 2.497 -3.589 0.019
H -2.161 1.406 -3.412 0.011
H -0.294 -4.816 -3.313 0.066
H -0.561 -3.705 -4.631 0.058
H -3.752 -2.122 -3.917 0.015
H -3.449 -2.386 -2.180 -0.007
H -4.794 -3.202 -2.990 0.017
H -2.073 -6.099 -1.770 0.017
H -3.818 -5.847 -1.818 0.012
H -2.780 -4.655 -1.013 0.004



59
Properties=species:S:1:pos:R:3:lowdin_charge:R:1 method="wB97M-V/def2-TZVPD" e_above_lowest_kcal_mol=56.1 lumo_ev=-1.58 homo_lumo_gap_ev=6.883
N 1.954 -0.596 0.569 0.367
H 1.888 -1.234 -0.211 0.154
H 1.763 -1.003 1.474 0.150
H 1.305 0.134 0.311 0.156
H 2.894 -0.226 0.571 0.153
C -1.405 3.176 -3.661 -0.683
F -0.908 3.789 -4.685 0.173
F -2.523 3.732 -3.213 0.130
F -1.667 1.889 -3.878 0.132
S -0.024 3.467 -2.268 0.657
O 0.986 2.557 -2.698 -0.335
O 0.317 4.866 -2.431 -0.289
N -0.918 2.943 -0.891 -0.332
S -1.184 4.176 -0.110 0.498
O -0.004 4.863 0.397 -0.335
O -2.153 5.051 -0.804 -0.331
C -2.127 3.590 1.519 -0.613
F -2.192 4.704 2.331 0.088
F -3.375 3.324 1.177 0.130
F -1.478 2.588 2.107 0.115
O 0.567 -2.331 4.299 -0.059
H 0.427 -1.737 5.036 0.034
H -0.314 -2.589 4.028 0.032
C -6.887 -0.900 0.883 -0.043
C -5.834 -0.753 -0.270 -0.508
C -6.250 0.339 -1.238 -0.060
O -4.490 -0.600 0.152 -0.054
H -7.304 0.063 1.175 0.075
H -6.287 -1.305 1.699 0.069
H -7.540 -1.682 0.495 0.074
H -5.833 -1.723 -0.767 0.121
H -7.194 -0.013 -1.654 0.084
H -5.500 0.341 -2.029 0.082
H -6.378 1.302 -0.744 0.089
H -4.205 0.220 -0.257 0.071
C 1.731 -5.881 -2.174 -0.029
C 1.649 -4.947 -3.495 -0.452
C 0.234 -4.886 -4.067 -0.070
O 1.856 -3.606 -3.093 -0.101
H 1.198 -6.813 -2.361 0.066
H 1.089 -5.346 -1.474 0.066
H 2.725 -6.073 -1.772 0.066
H 2.390 -5.244 -4.238 0.127
H 0.295 -4.260 -4.957 0.075
H -0.370 -4.212 -3.460 0.083
H -0.136 -5.889 -4.278 0.082
H 1.819 -2.910 -3.754 0.089
C 4.677 2.496 3.792 -0.068
C 5.966 1.811 3.363 -0.469
C 6.214 0.523 4.121 -0.064
O 5.757 1.408 1.969 -0.086
H 3.766 1.924 3.618 0.076
H 4.631 3.432 3.235 0.081
H 4.748 2.754 4.849 0.080
H 6.778 2.530 3.465 0.138
H 7.198 0.117 3.890 0.077
H 5.554 -0.272 3.774 0.078
H 6.178 0.737 5.189 0.083
H 5.928 2.190 1.440 0.080